(1)
# C13H28NO

The ion C13H28NO with charge +1 (the ωB97M-V functional and the def2-TZVPD basis, the OMol25 dataset).

Last column: natural (NBO) charge in e.
Geometry (Å):
C -1.352 -0.215 -4.570  -0.61
C -0.624 -1.423 -3.988  -0.40
C -1.566 -2.397 -3.285  -0.39
C -2.114 -1.893 -1.952  -0.40
C -1.029 -1.504 -0.937  -0.41
C -1.347 -1.935 0.493  -0.40
C -0.136 -1.934 1.430  -0.39
C 0.618 -0.603 1.473  -0.44
C -0.231 0.452 2.159  -0.21
N 0.488 1.752 2.461  -0.34
C 1.713 1.572 3.334  -0.25
C 2.968 1.816 2.521  -0.10
O 2.994 3.167 2.118  -0.50
C 1.861 3.591 1.378  -0.09
C 0.788 2.523 1.200  -0.26
H -0.667 0.450 -5.097  0.21
H -2.119 -0.534 -5.280  0.21
H -1.849 0.370 -3.791  0.19
H 0.148 -1.071 -3.293  0.18
H -0.091 -1.948 -4.783  0.21
H -1.073 -3.362 -3.134  0.20
H -2.416 -2.587 -3.949  0.21
H -2.745 -2.673 -1.517  0.21
H -2.777 -1.042 -2.137  0.20
H -0.886 -0.417 -0.970  0.18
H -0.067 -1.943 -1.233  0.20
H -2.137 -1.297 0.906  0.19
H -1.765 -2.943 0.480  0.22
H -0.461 -2.196 2.441  0.21
H 0.566 -2.710 1.119  0.23
H 0.847 -0.294 0.452  0.22
H 1.569 -0.737 1.992  0.22
H -0.600 0.093 3.121  0.23
H -1.090 0.727 1.545  0.23
H -0.181 2.304 2.997  0.43
H 1.668 0.578 3.773  0.24
H 1.663 2.319 4.124  0.24
H 3.838 1.655 3.154  0.24
H 3.041 1.134 1.666  0.18
H 2.174 3.889 0.374  0.22
H 1.450 4.475 1.872  0.20
H -0.139 2.999 0.884  0.24
H 1.066 1.792 0.445  0.23

Atomic forces in eV per Å
0.0 0.0 0.0
0.0 0.1 0.0
-0.1 0.0 -0.1
-0.1 0.0 0.1
0.0 0.0 0.0
-0.1 0.1 0.1
0.0 0.0 0.0
0.0 0.1 0.0
-0.1 0.1 0.0
-0.1 0.1 0.0
0.0 0.0 0.0
-0.1 0.0 0.0
0.1 -0.1 -0.1
0.0 0.0 0.1
0.0 0.0 -0.1
0.0 0.0 0.0
0.0 0.0 0.0
0.0 0.0 0.0
0.0 -0.1 0.0
0.0 0.0 0.0
0.1 0.1 0.1
0.1 -0.1 0.0
0.0 0.0 0.0
0.0 0.0 0.1
0.1 0.0 0.0
-0.1 -0.1 0.0
0.0 0.0 0.0
0.0 0.0 0.0
0.1 0.0 0.0
0.0 0.0 0.0
0.1 0.0 0.0
-0.1 0.0 0.1
0.0 0.0 0.0
0.0 0.0 0.0
0.1 0.0 0.0
0.0 0.0 0.0
0.0 0.0 0.0
0.0 0.0 0.0
0.0 0.0 0.0
0.0 0.0 0.0
0.0 -0.1 0.0
0.0 -0.1 -0.1
0.1 0.0 0.1

## Properties
SMILES string: CCCCCCCCC[NH+]1CCOCC1
Gap between HOMO and LUMO: 10.3590 eV
LUMO: -3.03 eV
Net charge: +1
Total energy: -17466.208 eV
E_HOMO: -13.38 eV
Relative energy (zero: lowest compared OMol25 entry of this formula, charge and spin): 0.000 eV

(2)
# C13H29AgO4

A structure of composition C13H29AgO4 (the ωB97M-V functional and the def2-TZVPD basis, the OMol25 dataset).

Last column: natural (NBO) charge in e.
Geometry (Å):
Ag -0.087 0.763 -0.722  0.90
C 0.615 -1.911 -2.289  -0.64
C 0.228 -1.067 -3.501  0.13
C -1.102 -1.568 -4.087  -0.63
O 0.223 0.255 -3.262  -0.93
H -0.145 -1.759 -1.502  0.18
H 1.578 -1.572 -1.904  0.19
H 0.626 -3.001 -2.467  0.16
H 1.022 -1.353 -4.275  0.04
H -1.901 -1.423 -3.351  0.20
H -1.101 -2.659 -4.291  0.15
H -1.308 -1.046 -5.019  0.19
C 3.072 3.624 0.840  -0.64
C 1.719 2.886 0.849  0.12
C 0.782 3.535 1.885  -0.64
O 1.175 2.877 -0.386  -0.96
H 2.925 4.617 0.407  0.19
H 3.784 3.055 0.235  0.19
H 3.529 3.713 1.842  0.15
H 1.950 1.854 1.219  0.08
H 1.287 3.681 2.860  0.15
H -0.121 2.932 1.991  0.21
H 0.487 4.539 1.559  0.18
C -3.115 -0.841 -0.293  -0.63
C -3.223 0.668 0.021  0.13
C -3.160 0.886 1.556  -0.65
O -2.327 1.430 -0.616  -0.95
H -3.709 -1.450 0.419  0.16
H -2.089 -1.218 -0.201  0.18
H -3.490 -1.068 -1.292  0.20
H -4.274 0.927 -0.296  0.07
H -3.620 0.108 2.182  0.16
H -3.590 1.857 1.829  0.19
H -2.096 0.996 1.809  0.20
C 1.899 -2.517 0.962  -0.44
C 0.482 -2.614 1.575  -0.44
C 0.167 -1.218 2.010  -0.07
O 0.922 -0.391 1.120  -0.55
C 2.169 -1.002 0.983  -0.07
H 1.897 -2.903 -0.055  0.23
H 2.624 -3.055 1.575  0.19
H 0.404 -3.341 2.387  0.19
H -0.253 -2.913 0.825  0.22
H 0.484 -0.996 3.040  0.15
H -0.875 -0.931 1.901  0.22
H 2.846 -0.766 1.826  0.14
H 2.689 -0.621 0.104  0.21

Atomic forces in eV per Å
-0.5 1.2 -1.1
-0.5 -0.4 0.7
0.6 0.2 -0.8
-0.1 -0.8 0.2
0.0 -0.2 0.7
0.2 0.1 0.0
0.1 0.0 0.0
0.2 0.1 -0.2
-0.2 0.0 0.0
0.0 0.4 -0.1
0.2 0.2 -0.1
-0.2 0.2 0.1
0.4 -0.1 0.4
0.0 0.1 -0.3
0.3 0.2 0.4
-0.1 -0.6 -0.1
0.1 0.0 0.0
-0.1 0.1 -0.2
-0.2 0.1 0.0
0.0 0.1 0.3
-0.2 -0.3 0.0
0.0 0.0 0.1
0.0 -0.1 -0.3
-0.3 -0.6 0.5
-0.3 -0.2 0.1
0.3 0.4 0.2
0.3 -0.1 -0.1
-0.1 0.2 -0.2
0.1 0.3 -0.2
0.2 0.1 -0.1
0.0 0.0 0.2
0.0 0.0 -0.1
-0.1 -0.1 -0.1
-0.1 -0.3 0.0
-0.3 0.1 0.2
-0.1 -0.9 -0.2
0.1 1.1 0.1
-0.2 -0.1 0.5
1.0 -0.4 0.1
0.1 -0.1 0.0
0.1 -0.1 -0.1
0.1 0.1 0.0
0.1 0.0 -0.1
0.0 -0.1 0.0
-0.1 0.0 0.0
-0.4 0.1 0.1
-0.4 0.0 -0.2

## Properties
Gap between HOMO and LUMO: 5.3959 eV
LUMO: 5.08 eV
Net charge: -2
Total energy: -26136.760 eV
E_HOMO: -0.31 eV
Relative energy (zero: lowest compared OMol25 entry of this formula, charge and spin): 0.000 eV

(3)
# C13H29BF4KN3O6

A structure of composition C13H29BF4KN3O6 (the ωB97M-V functional and the def2-TZVPD basis, the OMol25 dataset).

Last column: natural (NBO) charge in e.
Geometry (Å):
K -28.008 10.039 -7.917  1.00
B -27.102 9.232 -12.921  1.32
F -26.714 10.245 -12.118  -0.57
F -28.258 8.717 -12.350  -0.60
F -27.350 9.654 -14.207  -0.57
F -26.272 8.094 -13.051  -0.58
C -31.331 4.029 -2.555  -0.63
C -31.322 5.338 -3.335  -0.06
O -31.976 5.050 -4.609  -0.50
C -31.988 5.948 -5.601  1.00
O -31.428 7.042 -5.564  -0.67
O -32.589 5.481 -6.703  -0.49
C -32.393 6.151 -7.884  -0.25
H -32.362 3.707 -2.411  0.22
H -30.853 4.052 -1.576  0.22
H -30.815 3.210 -3.057  0.21
H -30.296 5.691 -3.441  0.19
H -31.853 6.061 -2.716  0.19
H -32.673 7.198 -7.763  0.19
H -33.000 5.798 -8.718  0.21
H -31.344 6.090 -8.175  0.18
C -25.207 5.145 -4.467  0.53
O -25.527 6.196 -5.097  -0.65
N -25.862 3.991 -4.627  -0.41
C -25.622 2.766 -3.813  -0.42
C -26.768 3.745 -5.697  -0.43
H -24.489 4.875 -3.678  0.12
H -26.631 2.391 -3.639  0.21
H -25.028 2.829 -2.902  0.22
H -25.101 2.092 -4.494  0.20
H -26.977 4.621 -6.311  0.24
H -26.557 2.940 -6.401  0.21
H -27.712 3.459 -5.232  0.19
C -31.840 14.593 -5.550  0.52
O -30.726 14.214 -6.017  -0.67
N -32.582 15.616 -5.924  -0.41
C -33.861 15.965 -5.298  -0.40
C -32.053 16.461 -6.989  -0.44
H -32.281 13.973 -4.754  0.11
H -34.543 16.027 -6.146  0.20
H -33.789 16.942 -4.819  0.21
H -34.283 15.178 -4.674  0.22
H -31.990 17.519 -6.738  0.20
H -31.029 16.232 -7.285  0.25
H -32.576 16.307 -7.933  0.20
C -23.320 14.461 -8.648  0.52
O -24.039 14.113 -7.660  -0.65
N -22.316 15.398 -8.605  -0.42
C -21.373 15.521 -9.706  -0.41
C -21.895 16.001 -7.263  -0.43
H -23.477 14.148 -9.692  0.13
H -20.520 14.877 -9.493  0.19
H -20.976 16.533 -9.793  0.21
H -21.741 15.187 -10.676  0.22
H -20.958 15.549 -6.936  0.19
H -21.701 17.073 -7.288  0.21
H -22.577 15.735 -6.455  0.25

Atomic forces in eV per Å
0.1 0.0 -0.3
-0.7 -2.2 -1.3
1.5 1.5 1.3
-1.8 -0.4 0.8
-0.2 0.9 -0.9
1.1 0.3 0.6
-0.2 -0.6 -0.3
0.3 -0.5 0.6
-0.4 0.1 -0.2
1.8 1.9 -0.2
-0.8 -1.4 0.2
-0.7 -2.1 2.3
0.5 2.0 -1.4
0.0 0.0 0.1
-0.1 0.7 0.0
0.0 0.1 -0.4
-0.1 0.1 -0.6
-0.3 0.3 -0.6
0.2 0.2 0.0
-0.1 -0.7 0.5
0.0 0.1 -0.1
-1.8 1.4 -1.3
1.7 -2.4 1.9
0.7 -1.2 0.2
-0.1 0.4 -1.5
-1.9 0.3 -0.5
0.6 1.7 0.1
0.2 -0.3 0.5
-0.2 0.7 -0.1
-0.1 -0.5 0.2
0.3 0.2 0.4
0.8 -0.2 0.3
-0.4 0.0 -0.2
2.8 -2.6 -0.1
-2.5 1.2 0.7
0.5 0.9 -0.3
0.2 -0.1 -1.4
0.3 0.3 -0.7
-0.2 0.2 0.1
-0.4 0.4 0.1
-0.1 -0.2 0.2
0.6 0.1 0.3
-0.6 0.0 0.2
0.0 -0.6 0.7
-0.6 0.2 0.2
-1.2 0.5 2.6
2.2 0.8 -3.0
-0.5 0.3 1.7
0.6 -0.3 0.4
0.2 -1.2 -0.9
-0.2 -0.4 0.2
0.3 0.0 0.0
-0.3 0.1 0.0
-0.5 0.2 0.2
0.3 -0.2 -0.3
-0.4 0.0 -0.4
-0.4 0.1 -0.6

## Properties
Gap between HOMO and LUMO: 8.2956 eV
LUMO: -1.09 eV
Total energy: -58582.349 eV
E_HOMO: -9.38 eV
Relative energy (zero: lowest compared OMol25 entry of this formula, charge and spin): 1.429 eV

(4)
# C13H29Br8Cl2NO

A cluster of 6 separate species, C13H29Br8Cl2NO in total (the ωB97M-V functional and the def2-TZVPD basis, the OMol25 dataset).

Last column: natural (NBO) charge in e.
Geometry (Å):
C -15.209 2.946 -31.115  -0.26
O -14.691 4.014 -31.880  -0.55
C -15.637 4.525 -32.812  -0.09
C -16.689 5.414 -32.164  -0.09
C -17.479 6.168 -33.225  -0.62
N -16.028 6.428 -31.296  -0.85
H -14.385 2.524 -30.543  0.20
H -15.570 2.136 -31.766  0.17
H -16.025 3.278 -30.468  0.16
H -15.048 5.181 -33.463  0.18
H -15.986 3.675 -33.410  0.19
H -17.384 4.873 -31.515  0.19
H -17.965 5.477 -33.918  0.22
H -16.761 6.783 -33.778  0.20
H -18.255 6.820 -32.833  0.23
H -15.331 5.939 -30.744  0.37
H -15.517 7.062 -31.903  0.34
Br -26.922 7.178 -31.324  -0.03
C -26.646 9.053 -30.833  -0.44
C -25.589 9.232 -29.783  -0.47
Br -26.072 8.360 -28.128  0.00
H -27.598 9.449 -30.497  0.22
H -26.352 9.493 -31.781  0.24
H -25.485 10.302 -29.595  0.23
H -24.601 8.889 -30.073  0.24
Br -18.569 2.345 -34.632  -0.01
C -19.672 3.010 -33.182  -0.45
C -21.068 2.451 -33.237  -0.45
Br -22.017 2.946 -34.860  0.00
H -19.713 4.091 -33.275  0.23
H -19.187 2.696 -32.263  0.23
H -21.660 2.725 -32.368  0.24
H -21.045 1.364 -33.292  0.23
Br -24.862 12.237 -32.294  0.00
C -24.189 11.580 -33.980  -0.46
C -23.040 10.660 -33.794  -0.45
Br -23.564 8.933 -33.078  -0.01
H -23.879 12.431 -34.584  0.23
H -24.996 11.086 -34.513  0.23
H -22.261 11.020 -33.128  0.23
H -22.546 10.448 -34.742  0.23
Br -18.854 10.000 -31.571  -0.04
C -17.198 9.714 -30.575  -0.43
C -17.416 8.773 -29.440  -0.47
Br -18.544 9.521 -28.067  0.00
H -16.926 10.706 -30.219  0.23
H -16.485 9.365 -31.310  0.24
H -16.476 8.427 -29.018  0.24
H -17.919 7.877 -29.797  0.24
Cl -20.831 6.131 -31.684  -0.05
C -21.126 7.489 -30.595  -0.41
Cl -22.348 7.212 -29.368  -0.01
H -20.193 7.810 -30.147  0.22
H -21.447 8.318 -31.217  0.23

Atomic forces in eV per Å
0.1 -0.2 -0.4
-0.1 0.0 0.2
0.8 -0.1 0.0
-0.3 0.8 0.5
0.2 -0.3 -0.3
-0.4 -0.4 -0.2
0.0 0.2 0.2
-0.1 0.2 0.0
0.0 -0.1 0.2
-0.1 -0.1 -0.1
-0.5 0.3 0.0
0.1 -0.2 -0.1
0.1 0.0 -0.1
-0.2 0.0 -0.2
0.1 0.0 0.3
0.1 0.1 0.0
0.1 0.0 0.0
0.0 0.1 0.1
0.0 -0.5 -0.3
0.2 0.5 -0.2
0.1 0.1 0.1
-0.1 -0.1 -0.1
0.1 0.3 0.1
-0.2 -0.1 0.2
-0.1 -0.3 -0.1
0.1 0.0 0.0
-0.4 0.1 -0.1
0.0 -0.9 -0.3
-0.1 0.2 0.2
0.3 0.0 0.1
0.0 0.1 0.1
0.0 0.3 -0.1
0.1 0.0 0.1
-0.1 0.1 0.0
-0.2 0.2 -0.4
0.9 -0.6 0.0
-0.1 -0.1 0.0
0.0 0.2 0.2
-0.1 0.0 0.2
-0.2 0.3 0.1
-0.2 0.0 -0.1
0.0 0.0 -0.2
-0.3 0.8 0.0
-0.1 -0.9 -0.3
0.0 0.1 0.2
0.1 0.0 -0.1
0.1 -0.2 0.1
0.1 0.3 0.2
0.1 0.0 0.0
-0.1 -0.2 0.1
0.2 0.9 -0.3
0.0 -0.2 0.0
0.0 -0.4 0.3
-0.2 -0.1 0.0

## Properties
SMILES string: COC[C@H](C)N.BrCCBr.BrCCBr.BrCCBr.BrCCBr.ClCCl
Gap between HOMO and LUMO: 9.9866 eV
LUMO: 0.25 eV
Total energy: -602873.948 eV
E_HOMO: -9.74 eV
Relative energy (zero: lowest compared OMol25 entry of this formula, charge and spin): 0.000 eV

total energy of number 3 (C13H29BF4KN3O6)? -58582.349 eV

Among the records above, which one has the highest gap between HOMO and LUMO? C13H28NO